Formula: C26H45ClF3O3PSZr
Source: OMol25
Level of theory: the ωB97M-V functional and the def2-TZVPD basis

Last column: Mulliken charge in e.
Atoms and positions in Å:
Zr 0.547 1.193 1.419  -0.72
Cl 0.731 2.029 3.552  -0.65
P 0.060 -0.512 -0.355  0.77
C 1.925 1.972 0.115  -0.75
H 1.741 2.827 -0.501  0.22
H 2.901 1.520 0.186  0.74
C -0.530 -1.839 0.807  -0.58
C 1.656 -1.035 -1.116  0.39
C -1.260 -3.019 0.154  -0.92
H 0.424 -2.197 1.239  1.08
C -1.541 -4.104 1.205  -0.89
H -2.217 -2.675 -0.267  0.22
H -0.674 -3.439 -0.675  0.29
C -2.354 -3.547 2.379  -0.79
H -2.068 -4.943 0.736  0.41
H -0.583 -4.494 1.578  0.37
C -1.657 -2.340 3.010  -1.01
H -3.345 -3.243 2.015  0.32
H -2.517 -4.326 3.131  0.43
C -1.356 -1.254 1.958  0.41
H -2.267 -1.915 3.815  0.46
H -0.705 -2.654 3.460  0.40
H -2.304 -0.842 1.579  0.24
H -0.809 -0.428 2.471  -0.10
C -1.132 -0.169 -1.692  0.20
C 2.040 -0.140 -2.306  -0.77
H 2.378 -0.829 -0.303  0.48
C 3.476 -0.455 -2.749  -0.97
H 1.359 -0.311 -3.153  0.28
H 1.952 0.916 -2.024  0.20
C 3.636 -1.941 -3.083  -0.69
H 3.740 0.165 -3.612  0.43
H 4.163 -0.187 -1.933  0.33
C 3.225 -2.822 -1.899  -0.94
H 3.008 -2.185 -3.950  0.32
H 4.671 -2.154 -3.371  0.39
C 1.790 -2.529 -1.442  -0.57
H 3.319 -3.883 -2.157  0.44
H 3.904 -2.634 -1.054  0.36
H 1.084 -2.826 -2.233  0.15
H 1.555 -3.130 -0.554  0.36
C -2.554 0.155 -1.213  -0.24
H -0.718 0.744 -2.164  1.03
C -3.437 0.605 -2.385  -0.90
H -2.992 -0.740 -0.746  0.30
H -2.552 0.941 -0.450  -0.22
C -3.470 -0.450 -3.497  -0.79
H -4.451 0.814 -2.024  0.43
H -3.039 1.546 -2.788  0.36
C -2.051 -0.810 -3.947  -1.02
H -3.968 -1.354 -3.121  0.34
H -4.061 -0.090 -4.346  0.45
C -1.185 -1.261 -2.760  -0.16
H -2.077 -1.602 -4.704  0.41
H -1.583 0.068 -4.415  0.36
H -1.616 -2.177 -2.328  0.09
H -0.181 -1.522 -3.118  0.13
C -1.530 2.416 1.294  -0.96
C -0.812 2.887 0.196  0.80
H -2.087 1.473 1.215  0.59
C -0.293 4.290 0.138  -0.68
H -0.866 2.340 -0.755  0.20
C -0.233 4.933 1.533  -0.62
H 0.682 4.333 -0.347  0.31
H -0.979 4.870 -0.500  0.42
C -1.579 4.779 2.242  -0.89
H 0.550 4.441 2.128  0.12
H 0.036 5.992 1.441  0.42
C -1.955 3.298 2.432  -0.86
H -1.568 5.288 3.212  0.40
H -2.353 5.268 1.634  0.31
H -1.509 2.926 3.371  0.28
H -3.040 3.195 2.544  0.41
F 4.982 1.249 4.769  -0.19
C 3.732 1.428 4.343  0.47
F 2.874 0.897 5.223  -0.19
F 3.493 2.726 4.154  -0.18
S 3.601 0.382 2.588  1.10
O 4.485 1.009 1.651  -0.71
O 4.183 -0.805 3.128  -0.68
O 2.157 -0.104 1.993  -0.77

Output
Total energy   -75913.316 eV
HOMO level (spin up / spin down)   -6.8 / -6.8 eV
Energy above the lowest of the compared OMol25 structures with the same formula, charge and spin   0.0 kcal/mol
E_LUMO (spin up / spin down)   -0.945 / -0.945 eV